w.
{"formula": "C5H10O2", "method": "ωB97M-V with the def2-TZVPD basis set", "symbols": ["O", "C", "C", "C", "C", "O", "C", "H", "H", "H", "H", "H", "H", "H", "H", "H", "H"], "xyz": [[-1.405, -0.040, 1.758], [-1.372, -1.012, 0.727], [-0.892, -0.335, -0.548], [0.619, -0.123, -0.643], [1.109, 1.169, -1.319], [1.914, 1.525, -0.189], [1.408, 0.412, 0.568], [-1.760, -0.453, 2.553], [-2.379, -1.425, 0.569], [-0.706, -1.847, 0.996], [-1.418, 0.625, -0.616], [-1.224, -0.934, -1.405], [1.096, -1.017, -1.059], [0.309, 1.904, -1.493], [1.700, 1.059, -2.237], [2.215, -0.239, 0.930], [0.786, 0.731, 1.408]], "nbo_charge": [-0.729, -0.060, -0.421, -0.266, -0.045, -0.536, -0.065, 0.471, 0.164, 0.157, 0.214, 0.212, 0.202, 0.164, 0.172, 0.169, 0.196], "charge": 0, "smiles": "OCCC1COC1", "lumo_energy_ev": 0.8}

***

x.
{"formula": "C5H10O2", "method": "ωB97M-V with the def2-TZVPD basis set", "symbols": ["C", "C", "C", "O", "H", "H", "H", "H", "H", "H", "C", "C", "O", "H", "H", "H", "H"], "xyz": [[0.400, 0.032, -1.893], [-0.448, -1.007, -1.236], [-1.581, -0.824, -0.549], [-2.219, 0.364, -0.345], [0.129, 1.051, -1.603], [1.448, -0.118, -1.611], [0.324, -0.054, -2.981], [-0.063, -2.024, -1.304], [-2.114, -1.636, -0.067], [-1.823, 1.038, -0.923], [0.897, 1.091, 1.665], [0.773, -0.378, 1.933], [1.645, -1.190, 1.644], [-0.065, 1.476, 1.319], [1.185, 1.601, 2.586], [1.648, 1.265, 0.890], [-0.137, -0.689, 2.475]], "nbo_charge": [-0.652, -0.304, 0.128, -0.689, 0.189, 0.231, 0.223, 0.217, 0.186, 0.475, -0.727, 0.442, -0.532, 0.228, 0.241, 0.231, 0.112], "charge": 0, "smiles": "C/C=C\\O.CC=O", "lumo_energy_ev": 0.7}

***

y.
{"formula": "C5H10O2", "method": "ωB97M-V with the def2-TZVPD basis set", "symbols": ["C", "C", "C", "C", "C", "O", "O", "H", "H", "H", "H", "H", "H", "H", "H", "H", "H"], "xyz": [[-3.338, 0.787, -0.427], [-2.274, 1.302, 0.019], [0.709, -0.892, -0.835], [2.405, -1.060, 1.191], [1.586, -0.311, 0.174], [0.797, 1.609, -0.415], [1.592, 0.938, 0.356], [-3.374, -0.168, -0.966], [-4.297, 1.389, -0.412], [-1.246, 0.932, 0.054], [-0.286, -0.946, -0.530], [0.781, -0.315, -1.686], [1.136, -1.846, -1.169], [2.670, -2.021, 0.833], [1.942, -1.136, 2.202], [3.406, -0.588, 1.245], [-2.210, 2.327, 0.366]], "nbo_charge": [-0.406, -0.383, -0.710, -0.692, 0.509, -0.497, -0.067, 0.187, 0.193, 0.206, 0.260, 0.267, 0.222, 0.227, 0.250, 0.245, 0.190], "charge": 0, "lumo_energy_ev": [0.3, 0.3]}

***

x is preferred energetically. Next in line: 0.0120 hartree higher.

***

w.
{"formula": "C5H10O2", "method": "ωB97M-V with the def2-TZVPD basis set", "symbols": ["C", "O", "C", "C", "C", "C", "O", "H", "H", "H", "H", "H", "H", "H", "H", "H", "H"], "xyz": [[2.352, 0.489, 0.413], [1.128, 0.613, -0.306], [0.403, -0.574, -0.124], [-0.246, -0.224, 1.274], [-1.074, -0.546, 0.095], [-1.908, 0.391, -0.712], [-2.122, -0.164, -1.999], [3.136, 0.299, -0.321], [2.369, -0.340, 1.144], [2.553, 1.419, 0.955], [0.751, -1.335, -0.860], [-0.097, -0.843, 2.137], [-0.231, 0.857, 1.514], [-1.478, -1.554, 0.190], [-2.890, 0.525, -0.261], [-1.394, 1.361, -0.772], [-1.252, -0.373, -2.366]], "nbo_charge": [-0.260, -0.558, 0.022, -0.397, -0.283, -0.064, -0.710, 0.180, 0.183, 0.187, 0.215, 0.216, 0.227, 0.226, 0.181, 0.172, 0.462], "charge": 0, "smiles": "CO[C@H]1C[C@H]1CO", "lumo_energy_ev": 1.0}

***

x.
{"formula": "C5H10O2", "method": "ωB97M-V with the def2-TZVPD basis set", "symbols": ["C", "C", "O", "C", "C", "C", "O", "H", "H", "H", "H", "H", "H", "H", "H", "H", "H"], "xyz": [[2.530, -0.674, -0.230], [1.101, -0.858, 0.239], [0.390, 0.340, -0.008], [-0.990, 0.240, 0.252], [-1.542, 1.629, 0.546], [-1.705, -0.362, -0.951], [-2.887, -0.604, -0.971], [2.986, 0.185, 0.272], [3.124, -1.565, -0.003], [2.561, -0.497, -1.310], [0.629, -1.703, -0.288], [1.068, -1.092, 1.316], [-1.181, -0.415, 1.118], [-2.626, 1.573, 0.678], [-1.085, 2.027, 1.455], [-1.321, 2.312, -0.280], [-1.050, -0.534, -1.834]], "nbo_charge": [-0.622, -0.060, -0.536, -0.013, -0.612, 0.423, -0.516, 0.216, 0.213, 0.213, 0.160, 0.165, 0.190, 0.228, 0.221, 0.216, 0.112], "charge": 0, "smiles": "CCO[C@@H](C)C=O", "lumo_energy_ev": 0.9}

***

x is preferred energetically. Next in line: 0.0945 hartree higher.

***

w.
{"formula": "C3H8N5", "method": "ωB97M-V with the def2-TZVPD basis set", "symbols": ["H", "N", "C", "C", "C", "N", "N", "N", "N", "H", "H", "H", "H", "H", "H", "H"], "xyz": [[-3.269, -0.715, -0.501], [-2.311, -1.049, -0.314], [-1.301, -0.389, -0.123], [-0.006, -0.969, 0.526], [1.177, -0.195, -0.035], [2.225, -0.990, -0.308], [1.339, 1.096, -0.267], [0.183, 1.749, 0.131], [-1.207, 1.011, -0.183], [0.061, -1.998, 0.462], [0.070, -0.655, 1.653], [1.940, -2.023, -0.261], [2.977, -0.681, -0.930], [0.027, 1.674, 1.146], [-0.019, 2.679, -0.239], [-1.886, 1.455, -0.757]], "nbo_charge": [0.398, -0.631, 0.433, -0.528, 0.472, -0.731, -0.365, -0.217, -0.521, 0.268, 0.262, 0.419, 0.438, 0.430, 0.454, 0.418], "charge": 1, "smiles": "[H]/N=C1/CC(N)=N[NH2+]N1", "lumo_energy_ev": -3.6}

***

x.
{"formula": "C3H8N5", "method": "ωB97M-V with the def2-TZVPD basis set", "symbols": ["C", "C", "C", "N", "N", "N", "N", "N", "H", "H", "H", "H", "H", "H", "H", "H"], "xyz": [[-1.565, -2.000, -0.306], [2.343, 0.240, -0.066], [-0.936, -1.834, 0.698], [-1.792, 0.599, -1.231], [1.257, 0.518, 0.205], [3.552, -0.073, -0.379], [-1.127, 1.318, 0.818], [-1.979, 1.125, -0.141], [-2.129, -2.179, -1.174], [-0.835, 0.281, -1.403], [-0.378, -1.714, 1.581], [3.735, -0.765, -1.089], [4.338, 0.319, 0.114], [-1.423, 1.742, 1.685], [-0.106, 0.993, 0.655], [-2.955, 1.430, 0.033]], "nbo_charge": [-0.248, 0.592, -0.238, -0.285, -0.530, -0.825, -0.568, 0.068, 0.249, 0.375, 0.242, 0.443, 0.445, 0.418, 0.436, 0.426], "charge": 1, "lumo_energy_ev": -4.0}

***

w is preferred energetically. Next in line: 0.0550 hartree higher.

***

w.
{"formula": "C3H14N2O3", "method": "ωB97M-V with the def2-TZVPD basis set", "symbols": ["C", "C", "N", "C", "N", "H", "H", "H", "H", "H", "H", "H", "H", "O", "H", "H", "O", "H", "H", "O", "H", "H"], "xyz": [[0.301, -2.850, -0.544], [-0.538, -1.705, -0.263], [-1.077, -1.499, 1.059], [-0.584, -0.623, -1.119], [-1.162, 0.628, -0.735], [1.387, -2.475, -0.426], [0.413, -3.678, 0.189], [0.246, -3.481, -1.392], [-0.927, -2.316, 1.654], [-1.068, -0.605, 1.482], [-0.160, -0.600, -2.029], [-0.631, 1.179, -0.073], [-2.154, 0.547, -0.379], [2.027, 0.930, -2.430], [1.774, 0.736, -3.449], [1.016, 0.790, -2.074], [0.060, 1.028, 3.983], [-0.164, 0.894, 4.909], [0.350, 0.112, 3.670], [0.257, 3.020, -0.458], [0.638, 2.809, -1.312], [1.126, 3.424, -0.247]], "nbo_charge": [-0.679, 0.165, -0.839, -0.130, -0.898, 0.235, 0.220, 0.241, 0.376, 0.394, 0.159, 0.389, 0.368, -0.952, 0.468, 0.478, -0.937, 0.470, 0.468, -0.926, 0.468, 0.463], "charge": 0, "smiles": "C/C(N)=C/N.O.O.O", "lumo_energy_ev": 0.5}

***

x.
{"formula": "C3H14N2O3", "method": "ωB97M-V with the def2-TZVPD basis set", "symbols": ["C", "C", "C", "N", "N", "H", "H", "H", "H", "H", "H", "H", "H", "H", "H", "O", "H", "H", "O", "H", "H", "O"], "xyz": [[-1.249, -2.021, -1.301], [-0.899, -1.083, -0.269], [0.026, 0.001, -0.735], [0.384, 0.990, 0.244], [-2.252, -0.399, 0.241], [-0.339, -1.513, 0.592], [-0.929, -3.047, -1.341], [-2.152, -1.846, -1.888], [-0.291, 0.535, -1.646], [0.400, 0.626, 1.200], [1.364, 1.329, 0.047], [-2.645, -1.351, 0.028], [-2.723, 0.045, -0.556], [3.542, -0.008, 0.722], [4.092, -0.364, 2.227], [3.626, -0.702, 1.460], [-2.132, 1.546, 1.152], [-2.578, 2.965, 0.760], [-2.484, 2.372, 1.508], [3.494, 1.481, -0.910], [0.873, -0.546, -1.169], [2.873, 0.990, -0.364]], "nbo_charge": [0.010, -0.217, -0.194, -0.793, -0.703, 0.272, 0.214, 0.192, 0.195, 0.364, 0.459, 0.349, 0.359, 0.516, 0.455, -1.030, 0.480, 0.463, -0.945, 0.443, 0.226, -1.114], "charge": 0, "lumo_energy_ev": -4.4}

***

y.
{"formula": "C3H14N2O3", "method": "ωB97M-V with the def2-TZVPD basis set", "symbols": ["C", "C", "N", "C", "N", "H", "H", "H", "H", "H", "H", "H", "H", "O", "H", "H", "O", "H", "H", "O", "H", "H"], "xyz": [[-1.418, -1.969, 1.022], [-0.838, -0.686, 0.541], [-0.448, -0.608, -0.847], [-0.745, 0.398, 1.296], [-0.166, 1.611, 0.841], [-2.374, -2.231, 0.540], [-1.621, -1.975, 2.093], [-0.759, -2.806, 0.771], [-1.076, -1.132, -1.448], [0.534, -0.877, -0.933], [-1.121, 0.430, 2.307], [-0.160, 1.627, -0.176], [-0.700, 2.417, 1.144], [2.551, 0.726, 1.054], [2.883, 0.432, 1.910], [1.669, 1.127, 1.220], [-1.381, 1.617, -2.371], [-0.894, 1.562, -3.199], [-1.092, 0.852, -1.830], [2.542, -0.454, -1.558], [2.633, -0.369, -0.593], [1.980, 0.307, -1.782]], "nbo_charge": [-0.641, 0.085, -0.910, -0.039, -0.857, 0.210, 0.221, 0.214, 0.382, 0.410, 0.197, 0.393, 0.381, -0.992, 0.474, 0.502, -0.982, 0.465, 0.482, -0.959, 0.498, 0.463], "charge": 0, "smiles": "C/C(N)=C/N.O.O.O", "lumo_energy_ev": 0.7}

***

y is preferred energetically. Next in line: 0.0919 hartree higher.

***

w.
{"formula": "C2H10N", "method": "ωB97M-V with the def2-TZVPD basis set", "symbols": ["N", "H", "H", "H", "H", "C", "C", "H", "H", "H", "H", "H", "H"], "xyz": [[0.609, 1.199, -1.777], [1.000, 0.421, -1.230], [-0.095, 1.621, -1.161], [0.082, 0.861, -2.585], [1.367, 1.830, -2.046], [-0.697, -0.263, 1.613], [-0.056, -1.165, 0.576], [-1.528, -0.770, 2.113], [0.019, 0.003, 2.392], [-1.036, 0.700, 1.214], [-0.598, -1.132, -0.372], [-0.098, -2.243, 0.790], [1.031, -1.062, 0.472]], "nbo_charge": [-0.867, 0.470, 0.462, 0.462, 0.464, -0.620, -0.652, 0.240, 0.225, 0.183, 0.185, 0.252, 0.197], "charge": 1, "lumo_energy_ev": -4.4}

***

x.
{"formula": "C2H10N", "method": "ωB97M-V with the def2-TZVPD basis set", "symbols": ["N", "H", "H", "H", "H", "C", "C", "H", "H", "H", "H", "H", "H"], "xyz": [[0.436, 1.684, 0.802], [-0.558, 1.522, 0.764], [0.913, 2.138, -0.052], [0.852, 0.767, 0.713], [0.727, 2.435, 1.403], [0.423, -1.133, -0.734], [-1.042, -0.900, -0.171], [1.284, -0.888, -0.006], [0.464, -2.237, -1.002], [0.596, -0.670, -1.677], [-1.585, -1.818, -0.146], [-1.522, -0.198, -0.777], [-0.988, -0.705, 0.882]], "nbo_charge": [-0.892, 0.469, 0.464, 0.474, 0.467, -0.647, -0.648, 0.171, 0.262, 0.222, 0.253, 0.213, 0.190], "charge": 1, "lumo_energy_ev": -4.3}

***

w is preferred energetically. Next in line: 0.0286 hartree higher.